Entry 1:
Formula: C22H17BCuF4N3O4SSi
Source: OMol25
Level of theory: ωB97M-V with the def2-TZVPD basis set

Geometry as XYZ:
```
54
Properties=species:S:1:pos:R:3
Cu 2.51 1.21 -0.70
F 6.17 1.29 0.40
B 6.08 1.54 -0.97
F 6.22 0.36 -1.71
F 7.04 2.49 -1.36
F 4.77 2.10 -1.24
O 2.67 4.09 -0.96
C 2.59 3.09 -0.46
O -5.81 4.75 1.19
S -6.89 3.86 0.82
O -7.71 4.34 -0.29
O -7.64 3.31 1.94
C -6.07 2.41 0.07
N -6.86 1.42 -0.35
C -6.25 0.37 -0.88
C -4.88 0.29 -1.03
C -4.14 1.39 -0.61
N -4.75 2.43 -0.03
C -2.67 1.51 -0.79
C -2.00 2.61 -0.26
C -0.63 2.71 -0.47
N 0.08 1.83 -1.16
C -0.57 0.78 -1.67
C -1.93 0.58 -1.52
H -6.90 -0.44 -1.21
H -4.41 -0.59 -1.44
H -2.55 3.34 0.31
H -0.08 3.56 -0.06
H 0.04 0.07 -2.21
H -2.39 -0.29 -1.96
C 5.47 -3.09 2.32
C 4.72 -1.98 2.70
C 3.81 -1.43 1.82
C 3.59 -1.96 0.55
C 4.36 -3.07 0.19
C 5.28 -3.63 1.06
Si 2.38 -1.11 -0.67
C 0.65 -1.77 -0.09
C -0.02 -1.15 0.96
C -1.30 -1.54 1.35
C -1.95 -2.56 0.66
C -1.31 -3.18 -0.40
C -0.03 -2.79 -0.77
H 6.19 -3.52 3.00
H 4.88 -1.53 3.67
H 3.26 -0.54 2.12
H 4.23 -3.50 -0.80
H 5.87 -4.49 0.74
H 2.53 -2.06 -1.83
H 0.45 -0.33 1.49
H -1.80 -1.04 2.17
H -2.95 -2.87 0.95
H -1.80 -3.98 -0.95
H 0.46 -3.28 -1.60
```

The value obtained for the electronic energy is -4066.62759 hartree. As for the charge: -2. As for the multiplicity: 1. Its LUMO energy is 3.775 eV. Its strongest force on any atom is 0.014 Eh/bohr. The orbital gap is 7.43 eV. The relative energy (zero: lowest compared OMol25 entry of this formula, charge and spin) is 0.8319 eV.

Entry 2:
Formula: C22H17Co2NO8
Source: OMol25
Level of theory: ωB97M-V with the def2-TZVPD basis set

Geometry as XYZ:
```
50
Properties=species:S:1:pos:R:3
C -6.66 -0.48 -1.42
C -5.23 -0.55 -0.88
C -5.29 -0.59 0.65
C -4.53 -1.81 -1.43
C -2.98 -1.83 -1.23
O -2.44 -2.93 -1.09
N -2.29 -0.66 -1.25
C -2.87 0.54 -1.15
O -2.22 1.58 -0.91
C -4.41 0.66 -1.38
H -6.64 -0.46 -2.52
H -7.24 -1.35 -1.10
H -7.16 0.42 -1.07
H -4.30 -0.64 1.11
H -5.80 0.30 1.03
H -5.86 -1.48 0.97
H -4.97 -2.71 -0.99
H -4.72 -1.84 -2.52
H -4.58 0.73 -2.46
H -4.78 1.58 -0.91
O 3.51 -0.51 -2.62
C 2.77 0.02 -1.90
Co 1.82 0.86 -0.71
C 1.27 2.04 -1.92
O 1.04 2.74 -2.80
C 0.60 -0.36 -0.28
O 0.00 -1.27 0.09
C 3.24 0.75 0.74
C 3.88 -0.51 1.10
C 3.10 -1.64 1.41
C 3.68 -2.90 1.37
C 5.04 -3.04 1.08
C 5.86 -1.90 1.04
C 5.28 -0.62 1.10
C 3.80 2.05 0.61
C 4.85 2.67 0.05
Co 2.29 2.04 1.51
C 0.87 1.24 2.24
O -0.07 0.88 2.81
C 1.40 3.31 0.64
O 0.81 4.27 0.36
C 2.83 2.94 2.97
O 3.18 3.58 3.86
H 2.05 -1.51 1.67
H 3.04 -3.77 1.54
H 5.47 -4.02 0.88
H 6.94 -1.98 0.93
H 5.90 0.27 1.14
H 4.98 3.73 0.24
H 5.54 2.15 -0.62
```

The value obtained for the electronic energy is -4270.74265 hartree. As for the charge: -2. As for the multiplicity: 1. Its LUMO energy is 4.586 eV. Its strongest force on any atom is 0.109 Eh/bohr. The orbital gap is 6.09 eV. The relative energy (zero: lowest compared OMol25 entry of this formula, charge and spin) is 0.0000 eV.

Entry 3:
Formula: C22H17InNO4
Source: OMol25
Level of theory: ωB97M-V with the def2-TZVPD basis set

Geometry as XYZ:
```
45
Properties=species:S:1:pos:R:3
In 0.46 0.87 0.86
C 2.28 3.45 0.59
C 0.84 3.26 0.99
C -0.20 3.52 0.07
C -1.53 3.51 0.48
C -1.87 3.23 1.80
C -0.87 2.90 2.71
C 0.47 2.89 2.31
H 2.54 4.51 0.70
H 2.44 3.19 -0.46
H 2.96 2.87 1.21
H 0.04 3.76 -0.95
H -2.31 3.71 -0.25
H -2.90 3.23 2.11
H -1.12 2.65 3.73
H 1.25 2.72 3.05
O -3.28 0.92 -0.52
C -2.78 0.08 0.17
N -1.54 0.19 0.84
C -1.26 -0.95 1.52
O -0.16 -1.04 2.09
C -2.38 -1.90 1.38
C -2.59 -3.16 1.89
C -3.78 -3.81 1.53
C -4.70 -3.19 0.70
C -4.48 -1.91 0.20
C -3.31 -1.28 0.55
H -1.86 -3.64 2.53
H -3.97 -4.80 1.91
H -5.61 -3.71 0.44
H -5.20 -1.42 -0.45
O 2.16 -0.33 0.35
C 1.88 -0.27 -0.90
O 0.90 0.45 -1.26
C 2.71 -1.03 -1.85
C 3.75 -1.83 -1.39
C 4.51 -2.55 -2.30
C 4.23 -2.46 -3.66
C 3.19 -1.66 -4.12
C 2.42 -0.95 -3.21
H 3.96 -1.89 -0.33
H 5.33 -3.17 -1.96
H 4.83 -3.02 -4.37
H 2.98 -1.60 -5.18
H 1.61 -0.33 -3.55
```

The value obtained for the electronic energy is -1394.26334 hartree. As for the charge: +1. As for the multiplicity: 1. Its LUMO energy is -3.855 eV. Its strongest force on any atom is 0.018 Eh/bohr. The orbital gap is 8.24 eV. The relative energy (zero: lowest compared OMol25 entry of this formula, charge and spin) is 0.0000 eV.